#i
Here is an isolated ion of composition C5H13N2S and charge +1 from the OMol25 dataset. Energies are from wB97M-V/def2-TZVPD.

Geometry as XYZ:
```
21
Properties=species:S:1:pos:R:3:mulliken_charge:R:1
C -1.12 1.87 -0.88 -0.490
S -0.56 2.16 0.69 0.362
N -1.40 1.39 1.75 -0.506
C 0.89 1.04 0.69 -0.855
C 0.62 -0.43 0.31 0.183
C 1.87 -1.26 0.62 -1.311
N 0.11 -0.58 -0.98 -0.042
C -0.99 -1.50 -1.12 -1.060
H -0.56 2.33 -1.70 0.387
H -2.26 1.58 -1.06 0.320
H -2.38 1.76 1.62 0.283
H 1.13 1.05 1.81 0.454
H 1.77 1.43 0.05 0.437
H -0.07 -0.92 1.10 0.379
H 2.63 -0.66 1.13 0.394
H 2.37 -1.68 -0.23 0.357
H 1.49 -2.18 1.25 0.293
H 0.49 -0.03 -1.77 0.367
H -1.47 -1.43 -2.09 0.377
H -0.80 -2.58 -0.81 0.296
H -1.76 -1.35 -0.38 0.376
```

Output
SMILES string: C=S(#[NH+])C[C@H](C)NC
highest occupied orbital energy (spin up / spin down): -12.692 / -12.724 eV
total charge: +1


#ii
Here is an isolated ion of composition C5H13N2S and charge +1 from the OMol25 dataset. Energies are from wB97M-V/def2-TZVPD.

Geometry as XYZ:
```
21
Properties=species:S:1:pos:R:3:mulliken_charge:R:1
C 0.68 -0.31 1.17 -1.302
C 2.61 0.66 -1.02 -1.055
C -0.56 0.52 0.66 0.253
C -1.44 -0.28 -0.30 0.355
C -1.70 -1.73 -0.24 -1.185
N -0.12 1.82 0.26 -0.584
N -1.80 0.36 -1.41 -0.242
S 1.86 -0.75 -0.32 0.064
H 1.35 0.11 1.97 0.496
H 0.54 -1.19 1.70 0.720
H 2.00 1.06 -1.83 0.402
H 3.12 1.21 -0.30 0.398
H -1.14 0.52 1.53 0.377
H -1.06 -2.15 0.59 0.233
H -1.49 -2.26 -1.25 0.404
H -2.75 -1.83 -0.08 0.441
H 2.91 -1.02 0.63 0.232
H 0.81 1.79 -0.09 0.236
H -1.46 1.27 -1.52 0.244
H -2.16 -0.12 -2.21 0.261
H -0.35 2.56 0.93 0.252
```

Output
highest occupied orbital energy: -10.935 eV
total charge: +1


Energies relative to the minimum, eV: #i 2.073; #ii 0.000


#i
Here is C29H30FGeN2O3Pt as an isolated structure from the OMol25 dataset. Energies are from wB97M-V/def2-TZVPD.

Geometry as XYZ:
```
67
Properties=species:S:1:pos:R:3:mulliken_charge:R:1
Pt -0.24 0.87 -0.90 1.565
C -1.65 4.31 1.12 -1.771
C -1.70 2.88 0.66 1.291
O -0.86 2.66 -0.28 -0.642
C -2.62 1.94 1.19 0.769
C -3.47 2.39 2.26 -1.014
C -4.45 1.61 2.78 -1.051
C -4.65 0.32 2.25 -0.408
C -3.88 -0.15 1.23 -0.636
C -2.83 0.62 0.67 0.951
O -2.13 0.07 -0.27 -1.081
H -0.80 4.80 0.67 0.344
H -1.56 4.36 2.21 0.457
H -2.56 4.84 0.84 0.443
H -3.32 3.38 2.65 0.357
H -5.07 1.97 3.58 0.433
H -5.43 -0.31 2.65 0.445
H -4.03 -1.14 0.82 0.398
C -2.03 -3.67 -1.56 -1.280
N -1.47 -2.33 -1.49 0.057
C -0.27 -2.01 -1.97 0.546
N 0.48 -2.92 -2.60 -0.372
O 0.22 -0.84 -1.88 -0.563
H -2.95 -3.68 -0.99 0.335
H -1.34 -4.40 -1.12 0.393
H -2.26 -3.96 -2.58 0.404
H -1.98 -1.57 -1.05 0.336
H 0.10 -3.80 -2.92 0.213
H 1.32 -2.58 -3.03 0.218
F 2.14 -0.32 -6.74 -0.329
C 2.00 0.22 -5.52 0.448
C 2.79 -0.26 -4.49 -0.827
C 2.63 0.29 -3.23 -0.136
C 1.70 1.31 -2.99 -0.067
C 1.46 1.80 -1.61 -1.106
C 0.94 1.77 -4.06 -0.276
C 1.08 1.23 -5.33 -0.715
H 3.53 -1.02 -4.69 0.500
H 3.24 -0.07 -2.40 0.457
H 1.18 2.85 -1.59 0.510
H 2.32 1.62 -0.97 0.411
H 0.23 2.58 -3.91 0.435
H 0.49 1.59 -6.17 0.444
Ge 0.77 0.68 1.35 0.313
C -0.26 -0.63 2.32 0.510
C -0.75 -0.28 3.57 -0.522
C -1.45 -1.19 4.34 -0.723
C -1.68 -2.47 3.86 -0.620
C -1.20 -2.84 2.61 -1.028
C -0.49 -1.92 1.84 0.655
C 2.64 0.26 1.21 0.237
C 3.04 -1.07 1.03 -0.193
C 4.39 -1.38 0.93 -0.696
C 5.34 -0.38 1.01 -0.515
C 4.96 0.94 1.20 -0.640
C 3.61 1.26 1.30 -0.200
H 0.52 2.08 1.91 -0.232
H -0.59 0.72 3.96 0.337
H -1.83 -0.90 5.32 0.435
H -2.23 -3.19 4.46 0.416
H -1.36 -3.84 2.24 0.455
H -0.11 -2.22 0.88 0.205
H 2.31 -1.86 0.99 0.288
H 4.69 -2.41 0.80 0.428
H 6.39 -0.63 0.94 0.409
H 5.70 1.72 1.27 0.409
H 3.32 2.29 1.44 0.386
```

Output
highest occupied orbital energy: -10.858 eV
total charge: +1


#ii
Here is C29H30FGeN2O3Pt as an isolated structure from the OMol25 dataset. Energies are from wB97M-V/def2-TZVPD.

Geometry as XYZ:
```
67
Properties=species:S:1:pos:R:3:mulliken_charge:R:1
Pt -0.10 0.38 0.00 2.407
C 0.40 0.06 4.21 -1.997
C 0.86 0.18 2.79 1.201
O -0.12 0.22 1.98 -1.041
C 2.25 0.23 2.45 0.746
C 3.18 -0.01 3.50 -1.291
C 4.52 -0.06 3.29 -0.958
C 5.01 0.13 1.99 -0.446
C 4.16 0.38 0.95 -0.721
C 2.76 0.47 1.13 0.537
O 2.03 0.78 0.10 -0.951
H -0.68 0.09 4.23 0.308
H 0.80 0.87 4.82 0.480
H 0.74 -0.88 4.65 0.498
H 2.80 -0.17 4.50 0.427
H 5.20 -0.25 4.11 0.435
H 6.08 0.07 1.80 0.425
H 4.53 0.53 -0.06 0.469
C 2.43 2.79 -3.05 -1.255
N 1.61 1.88 -2.25 0.267
C 0.51 1.32 -2.72 0.605
N 0.09 1.55 -3.96 -0.268
O -0.22 0.53 -2.02 -0.641
H 3.14 3.28 -2.39 0.324
H 1.81 3.57 -3.49 0.430
H 2.98 2.26 -3.83 0.370
H 2.02 1.46 -1.41 0.247
H 0.58 2.17 -4.58 0.204
H -0.84 1.25 -4.20 0.271
F 3.27 -4.62 -0.23 -0.333
C 2.17 -3.84 -0.21 0.424
C 1.69 -3.35 -1.41 -0.826
C 0.56 -2.55 -1.39 -0.154
C -0.07 -2.25 -0.18 0.218
C -1.24 -1.32 -0.16 -1.851
C 0.44 -2.77 1.01 -0.080
C 1.57 -3.58 1.00 -0.796
H 2.20 -3.61 -2.33 0.479
H 0.17 -2.14 -2.31 0.430
H -1.89 -1.42 0.70 0.709
H -1.81 -1.27 -1.08 0.676
H -0.06 -2.55 1.94 0.404
H 1.98 -3.99 1.91 0.481
Ge -2.25 1.45 0.11 0.655
C -2.20 2.57 1.68 0.099
C -3.42 2.89 2.29 -0.574
C -3.46 3.73 3.40 -0.650
C -2.29 4.26 3.91 -0.470
C -1.07 3.96 3.31 -0.806
C -1.03 3.12 2.20 0.222
C -2.47 2.47 -1.53 0.220
C -1.94 3.75 -1.65 -0.168
C -2.12 4.48 -2.83 -0.744
C -2.83 3.92 -3.88 -0.394
C -3.37 2.65 -3.76 -0.677
C -3.18 1.92 -2.60 -0.426
H -3.39 0.41 0.18 -0.120
H -4.35 2.48 1.91 0.362
H -4.41 3.97 3.86 0.414
H -2.32 4.91 4.77 0.406
H -0.16 4.38 3.70 0.443
H -0.07 2.90 1.75 0.316
H -1.41 4.21 -0.83 0.406
H -1.72 5.48 -2.91 0.449
H -2.99 4.50 -4.79 0.430
H -3.95 2.23 -4.58 0.417
H -3.61 0.93 -2.51 0.330
```

Output
highest occupied orbital energy: -11.129 eV
total charge: +1


Energies relative to the minimum, eV: #i 0.054; #ii 0.000


#i
Here is a 2-piece molecular cluster, C3H8O4 overall from the OMol25 dataset. Energies are from wB97M-V/def2-TZVPD.

Geometry as XYZ:
```
15
Properties=species:S:1:pos:R:3:mulliken_charge:R:1
O 0.44 -0.68 1.37 -0.494
C -0.35 0.00 2.02 0.453
O -0.14 0.32 3.34 -0.505
C -1.34 1.03 1.49 -0.284
C -2.15 0.49 0.23 -0.689
O -1.47 0.07 -1.04 -0.533
H 0.55 1.04 3.42 0.352
H -0.91 1.90 1.08 0.338
H -2.12 1.21 2.17 0.309
H -2.69 1.34 -0.08 0.343
H -2.73 -0.36 0.50 0.399
H -0.96 -0.79 -0.85 0.312
O 4.87 -1.67 -4.45 -0.620
H 4.10 -1.78 -3.94 0.315
H 4.89 -2.11 -5.25 0.305
```

Output
SMILES string: O=C(O)CCO.O
highest occupied orbital energy: -10.323 eV
total charge: 0


#ii
Here is a 2-piece molecular cluster, C3H8O4 overall from the OMol25 dataset. Energies are from wB97M-V/def2-TZVPD.

Geometry as XYZ:
```
15
Properties=species:S:1:pos:R:3:mulliken_charge:R:1
C 2.25 -0.43 -0.36 -1.125
C 1.14 0.27 0.37 0.788
O 0.66 -0.12 1.42 -0.692
O 0.91 1.49 -0.11 -0.409
H 3.20 0.00 -0.05 0.337
H 2.24 -1.48 -0.12 0.320
H 2.14 -0.26 -1.43 0.328
H 0.12 1.89 0.31 0.394
O -1.89 0.96 -0.41 -0.486
C -1.80 -0.44 -0.32 -0.184
O -1.86 -0.88 0.97 -0.559
H -2.75 1.25 -0.05 0.302
H -2.60 -0.93 -0.89 0.289
H -0.78 -0.66 -0.75 0.193
H -0.99 -0.67 1.42 0.504
```

Output
SMILES string: CC(=O)O.OCO
highest occupied orbital energy: -10.592 eV
total charge: 0


Energies relative to the minimum, eV: #i 1.742; #ii 0.000


#i
Here is a 2-piece molecular cluster, CH4O2S overall from the OMol25 dataset. Energies are from wB97M-V/def2-TZVPD.

Geometry as XYZ:
```
8
Properties=species:S:1:pos:R:3:mulliken_charge:R:1
O -2.94 0.52 -0.37 -0.450
C -1.90 1.06 -0.27 0.260
O -1.46 2.15 -0.97 -0.413
H -1.10 0.80 0.43 0.279
H -2.17 2.43 -1.55 0.324
S 2.84 -1.76 0.72 -0.269
H 1.62 -1.79 1.28 0.134
H 2.41 -0.59 0.19 0.135
```

Output
SMILES string: O=CO.S
highest occupied orbital energy: -9.887 eV
total charge: 0


#ii
Here is a 2-piece molecular cluster, CH4O2S overall from the OMol25 dataset. Energies are from wB97M-V/def2-TZVPD.

Geometry as XYZ:
```
8
Properties=species:S:1:pos:R:3:mulliken_charge:R:1
C -1.63 0.18 -0.06 -1.160
O 3.07 -1.55 0.25 -0.373
O 2.52 0.87 0.35 -0.351
S 2.42 -0.40 -0.28 0.720
H -1.42 0.15 0.93 0.348
H -1.06 -0.63 -0.29 0.266
H -2.66 0.27 -0.42 0.276
H -1.24 1.11 -0.47 0.274
```

Output
highest occupied orbital energy: -11.954 eV
total charge: 0


#iii
Here is one molecule with the formula CH4O2S from the OMol25 dataset. Energies are from wB97M-V/def2-TZVPD.

Geometry as XYZ:
```
8
Properties=species:S:1:pos:R:3:mulliken_charge:R:1
C 0.90 0.22 -0.01 -0.936
S -0.91 -0.05 0.03 0.763
O -1.42 0.36 1.29 -0.530
O -1.50 0.61 -1.13 -0.548
H 1.40 -0.61 -0.40 0.337
H 1.32 0.86 -0.71 0.406
H 1.37 0.32 0.98 0.327
H -1.15 -1.72 -0.06 0.180
```

Output
SMILES string: C[SH](=O)=O
highest occupied orbital energy: -11.122 eV
total charge: 0


Energies relative to the minimum, eV: #i 0.000; #ii 0.870; #iii 2.303